Below is an isolated molecule of C6H13N at a distorted geometry, with properties calculated with ωB97M-V/def2-TZVPD.

Atoms and positions in Å:
N1 -0.57929 1.86499 -2.49023
C1 0.24591 1.14975 -1.45589
C2 -0.36882 -0.20655 -1.21023
C3 0.08028 -0.68702 0.16280
C4 -0.43755 -0.48686 2.65738
C5 1.32201 -1.53351 0.32821
C6 -0.51309 -0.07703 1.22191
H1 -0.30461 -1.58985 2.84625
H2 1.32194 1.15655 -1.70845
H3 -0.44860 2.91486 -2.42619
H4 0.26109 1.82217 -0.55931
H5 -1.27878 0.77990 1.01782
H6 -1.22446 -0.00243 3.26199
H7 0.58336 -0.06583 3.12965
H8 -1.51670 -0.25319 -1.22249
H9 1.15096 -2.11949 1.20454
H10 -0.37538 -0.96098 -2.02479
H11 2.22251 -0.94731 0.43746
H12 -1.59007 1.49039 -2.65718
H13 1.44929 -2.24853 -0.51325

The highest occupied orbital energy comes out at -8.313 eV. The charge is 0. As for the structure (SMILES): C/C=C(\C)CCN. The value obtained for the total energy is -291.0858 hartree. The calculation puts the gap between HOMO and LUMO at 9.39 eV.